C29H35Cl3FeN4O2P2 | ωB97M-V with the def2-TZVPD basis set

The LUMO energy (spin up / spin down) is -1.7105 / -2.0829 eV. As for the gap between HOMO and LUMO (spin up / spin down): 6.73 / 6.35 eV. As for the spin multiplicity: 5. As for the calculated total energy: -4822.381072 Eh. Its max |F| is 3.51 eV/Å. The highest occupied orbital energy (spin up / spin down) is -8.44 / -8.44 eV. Its expectation value of S² is 6.0124.

XYZ file:
```
76
Properties=species:S:1:pos:R:3:mulliken_spin:R:1
Fe -0.264 -2.752 3.611 3.94
C -1.047 2.179 4.175 0.00
C -1.368 1.508 3.060 0.00
C -0.674 1.357 1.731 0.01
C 0.607 0.476 1.601 -0.02
C 1.748 0.738 2.523 -0.01
C 1.859 1.793 3.323 0.00
C 1.106 3.104 3.249 0.00
C 0.025 3.195 4.353 0.00
C 1.664 -2.423 4.337 0.03
H -1.513 1.862 5.117 0.00
H -2.210 0.806 3.124 0.00
H -0.452 2.335 1.283 0.00
H -1.417 0.857 1.083 0.00
H 0.315 -0.591 1.662 0.03
H 1.000 0.636 0.581 0.00
H 2.505 -0.058 2.556 -0.01
H 2.739 1.862 3.973 0.00
H 0.638 3.246 2.266 0.00
H 1.817 3.934 3.427 0.00
H 0.468 2.989 5.344 0.00
H -0.384 4.220 4.367 0.00
H 1.796 -1.352 4.531 -0.01
H 2.515 -2.770 3.735 0.00
H 1.661 -2.990 5.290 0.01
P 1.567 -1.100 -1.886 0.00
P -1.979 -0.440 -1.695 0.00
N 2.926 -0.011 -2.164 0.00
N 2.268 -2.344 -2.983 0.00
N -2.211 1.271 -2.114 0.00
N -3.554 -0.882 -2.444 0.00
C 0.493 -0.271 -3.143 0.00
C -0.926 -0.883 -3.186 0.00
C 3.847 0.282 -1.161 0.00
C 4.852 1.076 -1.690 0.00
C 4.563 1.264 -3.073 0.00
C 3.375 0.593 -3.337 0.00
C 2.487 -3.656 -2.552 0.00
C 2.941 -4.414 -3.625 0.00
C 3.002 -3.547 -4.769 0.00
C 2.582 -2.285 -4.347 0.00
C -2.327 2.270 -1.139 0.00
C -2.168 3.511 -1.732 0.00
C -1.971 3.293 -3.135 0.00
C -2.024 1.919 -3.343 0.00
C -4.334 -0.280 -3.439 0.00
C -5.339 -1.162 -3.833 0.00
C -5.163 -2.367 -3.070 0.00
C -4.072 -2.170 -2.237 0.00
H 0.903 -0.339 -4.166 0.00
H 0.446 0.794 -2.856 0.00
H -1.429 -0.575 -4.124 0.00
H -0.859 -1.990 -3.174 0.00
H 3.670 -0.084 -0.167 0.00
H 5.691 1.470 -1.148 0.00
H 5.145 1.818 -3.791 0.00
H 2.802 0.538 -4.245 0.00
H 2.279 -3.920 -1.529 0.00
H 3.186 -5.468 -3.601 0.00
H 3.299 -3.815 -5.780 0.00
H 2.453 -1.367 -4.913 0.00
H -2.525 2.004 -0.113 0.00
H -2.201 4.461 -1.221 0.00
H -1.799 4.042 -3.895 0.00
H -1.926 1.363 -4.267 0.00
H -4.140 0.729 -3.762 0.00
H -6.105 -0.963 -4.571 0.00
H -5.768 -3.263 -3.123 0.00
H -3.612 -2.807 -1.496 0.00
Cl -2.401 0.969 7.211 0.00
C -1.961 -0.778 7.318 0.01
Cl -0.903 -1.028 8.731 0.00
Cl -3.438 -1.724 7.464 0.00
C -1.118 -1.220 5.955 -0.02
O -0.109 -0.510 5.837 0.01
O -1.545 -2.166 5.220 0.02
```